one.
C4H10NS | ωB97M-V/def2-TZVPD

XYZ file:
```
16
Properties=species:S:1:pos:R:3:lowdin_charge:R:1
C -2.24293 0.24421 1.11832 -0.09
C -0.71818 -0.16764 1.24182 -0.28
N -0.29241 -0.27941 -0.13955 -0.13
C 1.11675 -0.49093 -0.40992 -0.30
C 1.70876 0.45020 -1.69659 -0.82
S 3.43937 0.11002 -2.00913 0.03
H -2.97917 -0.50961 1.03254 0.04
H -2.35889 0.95024 0.28049 0.07
H -2.24246 0.80289 2.02680 0.04
H 0.03183 0.49000 1.85661 0.14
H -0.59942 -1.07689 1.77072 0.07
H -0.84917 -0.75714 -0.76855 0.07
H 1.86298 -0.04878 0.32705 0.08
H 1.47105 -1.52810 -0.64147 0.07
H 1.04930 0.31342 -2.56442 0.01
H 1.60260 1.49752 -1.42471 0.00
```

## Properties
lowest unoccupied orbital energy = 3.507 eV
structure (SMILES) = CCNCC[S-]
total charge = -1
HOMO level = -2.1 eV

=====

two.
C4H10NS | ωB97M-V/def2-TZVPD

XYZ file:
```
16
Properties=species:S:1:pos:R:3:lowdin_charge:R:1
C -0.59323 -1.91150 0.14050 -0.14
N -1.42928 -0.83084 -0.39695 -0.15
C -0.69807 0.34200 -0.82455 -0.28
C 0.00766 1.14350 0.28820 -0.30
C 1.56694 0.98662 0.20801 -0.82
S 2.45459 2.14235 1.31597 0.02
H 0.35234 -1.91224 -0.40483 0.07
H -1.10037 -2.86516 0.01799 0.06
H -0.35423 -1.75549 1.19888 0.07
H -2.17577 -0.64761 0.25173 0.09
H -1.42673 1.00081 -1.31886 0.10
H 0.03240 0.08527 -1.59213 0.10
H -0.29652 0.75991 1.26061 0.08
H -0.04281 2.22748 0.16539 0.07
H 1.83273 1.25627 -0.81652 0.02
H 1.87035 -0.02136 0.50654 0.02
```

## Properties
lowest unoccupied orbital energy = 3.727 eV
structure (SMILES) = CNCCC[S-]
total charge = -1
HOMO level = -2.2 eV

=====

three.
C4H10NS | ωB97M-V/def2-TZVPD

XYZ file:
```
16
Properties=species:S:1:pos:R:3:lowdin_charge:R:1
C 2.42628 0.25692 0.07483 -0.11
C 1.09679 -0.32462 -0.46661 -0.32
N 0.10805 -0.52618 0.56192 -0.12
C -1.29057 -0.71588 0.05340 -0.34
C -2.10861 0.58155 0.09143 -0.83
S -3.73442 0.39744 -0.71904 0.03
H 2.16852 0.91605 0.91722 0.06
H 3.09517 -0.52027 0.44704 0.06
H 2.96334 0.91905 -0.60323 0.05
H 1.38597 -1.32839 -0.79385 0.10
H 0.71174 0.35168 -1.24573 0.11
H 0.05198 0.24035 1.22080 0.08
H -1.87158 -1.42177 0.65225 0.08
H -1.20336 -1.16865 -0.94299 0.09
H -1.55983 1.39251 -0.39859 0.02
H -2.23946 0.95022 1.15114 0.04
```

## Properties
lowest unoccupied orbital energy = 3.602 eV
structure (SMILES) = CCNCC[S-]
total charge = -1
HOMO level = -2.3 eV

=====

Calculated relative energies: one 1.117; two 0.132; three 0.000, given in eV

=====

one.
CH2FPS2 | ωB97M-V/def2-TZVPD

XYZ file:
```
7
Properties=species:S:1:pos:R:3:lowdin_charge:R:1
C 0.44498 -0.16030 -1.41244 -0.63
F 1.15251 -0.26536 -2.50115 -0.05
P -0.41082 0.16008 0.88714 0.01
S 0.80265 -1.31041 -0.20849 0.63
S 0.68935 1.56750 1.62623 0.10
H -1.37236 0.39903 -0.23339 -0.01
H -1.30632 -0.39055 1.84210 -0.06
```

## Properties
lowest unoccupied orbital energy = -0.460 eV
total charge = 0
HOMO level = -9.3 eV

=====

two.
CH2FPS2 | ωB97M-V/def2-TZVPD

XYZ file:
```
7
Properties=species:S:1:pos:R:3:lowdin_charge:R:1
F -1.21307 -2.66552 -0.76016 -0.10
C -1.04374 -2.30905 -2.00008 -0.30
S 0.04662 -0.86760 -1.96946 0.04
P 0.65939 -0.41732 0.06007 0.57
S 1.43395 -0.22851 -3.27630 0.02
H -0.61364 -0.73441 0.56451 -0.15
H 0.63484 1.06104 -0.33052 -0.07
```

## Properties
lowest unoccupied orbital energy (spin up / spin down) = -1.157 / -1.157 eV
structure (SMILES) = FC#S(P)=S
total charge = 0
HOMO level (spin up / spin down) = -8.6 / -8.6 eV

=====

Calculated relative energies: one 0.000; two 1.816, given in eV

=====

one.
C3H5PS | ωB97M-V/def2-TZVPD

XYZ file:
```
10
Properties=species:S:1:pos:R:3:lowdin_charge:R:1
C 2.68176 0.53588 1.64242 -0.24
P 2.25831 0.33667 0.11361 0.80
C 0.91438 -0.78295 -0.16601 -0.44
C -0.27292 -0.61844 0.64057 -0.56
S -1.45282 0.84948 0.04676 0.61
H 3.11482 0.59365 2.53783 -0.10
H 0.77242 -0.83586 -1.28358 0.05
H 0.09240 -0.14375 1.53122 0.01
H -0.93840 -1.40553 0.78844 0.04
H -2.43654 -0.00837 -0.28436 -0.18
```

## Properties
lowest unoccupied orbital energy (spin up / spin down) = -1.673 / -0.883 eV
structure (SMILES) = C#P=CCS
total charge = 0
HOMO level (spin up / spin down) = -8.3 / -8.4 eV

=====

two.
C3H5PS | ωB97M-V/def2-TZVPD

XYZ file:
```
10
Properties=species:S:1:pos:R:3:lowdin_charge:R:1
C -0.75521 -1.12643 1.04893 -0.90
P 0.87582 -0.82323 1.28705 0.83
C 1.02535 0.21742 -0.27088 -0.51
C -0.33818 0.71896 -0.71887 -0.53
S -1.66150 -0.47021 -0.25424 0.76
H -1.36760 -1.71458 2.02272 0.10
H 1.51278 -0.38537 -1.04390 0.06
H 1.68391 1.06291 -0.05184 0.06
H -0.58931 1.65732 -0.22171 0.07
H -0.38606 0.86321 -1.79726 0.07
```

## Properties
lowest unoccupied orbital energy = 0.471 eV
structure (SMILES) = C1=PCCS1
total charge = 0
HOMO level = -8.0 eV

=====

Calculated relative energies: one 4.408; two 0.000, given in eV

=====

one.
C4H12NO | ωB97M-V/def2-TZVPD

XYZ file:
```
18
Properties=species:S:1:pos:R:3:lowdin_charge:R:1
C -0.91557 -0.30161 -1.20487 -0.10
C 0.47436 -0.76853 -0.80923 -0.13
C 1.53221 0.23403 -0.62116 0.06
C 2.83233 -0.13470 -0.24415 0.31
N -1.66788 0.46997 -0.14078 0.20
H -0.89636 0.28677 -2.11566 0.15
H -1.52695 -1.17339 -1.44363 0.15
H 0.47081 -1.40842 0.08396 0.17
H 0.78806 -1.53052 -1.54147 0.18
H 1.29198 1.28274 -0.81892 0.16
H 3.65807 0.52770 -0.48189 0.13
H 3.00367 -1.08272 0.24421 0.13
H -2.39095 -0.12341 0.26959 0.17
H -1.07974 0.82668 0.62751 0.12
H -2.17206 1.25531 -0.56492 0.19
H -0.34892 0.47830 3.03944 0.08
H -1.86194 0.74805 3.16523 0.08
O -1.19112 0.41376 2.55676 -0.05
```

## Properties
lowest unoccupied orbital energy (spin up / spin down) = -9.483 / -12.663 eV
<S²> = 0.7527
total charge = +2
HOMO level (spin up / spin down) = -19.6 / -19.6 eV
2S+1 = 2

=====

two.
C4H12NO | ωB97M-V/def2-TZVPD

XYZ file:
```
18
Properties=species:S:1:pos:R:3:lowdin_charge:R:1
O -0.05364 -3.54834 -1.43400 0.30
C -0.57758 -2.78348 -0.29556 -0.03
C 0.35440 -1.63840 0.04003 -0.06
N -0.06295 -0.38809 0.60376 0.44
C -0.45077 2.73949 0.21574 -0.15
C 1.06685 2.62443 0.23635 -0.13
H -0.64422 -3.33947 -2.21307 0.22
H -0.66951 -3.50389 0.55305 0.21
H -1.62381 -2.40503 -0.50065 0.19
H 1.09813 -1.58136 -0.72920 0.17
H 0.74285 -1.58902 1.02913 0.20
H -0.89658 2.17435 -0.71859 0.12
H -0.76727 -0.55814 1.28903 0.14
H -0.90840 2.21532 1.07940 0.06
H -0.83709 3.76536 0.17928 0.11
H 1.42681 3.07728 -0.67001 0.08
H 1.34053 1.53634 0.28106 0.07
H 1.46225 3.20262 1.05426 0.09
```

## Properties
lowest unoccupied orbital energy (spin up / spin down) = -14.088 / -16.040 eV
<S²> = 0.8331
total charge = +2
HOMO level (spin up / spin down) = -18.5 / -18.6 eV
2S+1 = 2

=====

Calculated relative energies: one 0.000; two 8.775, given in eV

=====

one.
C7H15NO3 | ωB97M-V/def2-TZVPD

XYZ file:
```
26
Properties=species:S:1:pos:R:3:lowdin_charge:R:1
C 1.32170 -1.26611 1.90167 -0.11
C 1.54330 -0.37778 0.70553 -0.15
N 0.09857 0.14003 0.26849 -0.37
O -0.88923 -0.12381 1.12749 -0.21
C -0.19504 -0.51131 -1.08498 -0.17
C -0.72121 -1.97013 -1.04194 -0.04
C 0.22493 1.70386 0.20676 -0.12
C 1.12750 2.18121 -0.95083 -0.07
H 0.51240 -0.86455 2.60833 0.10
H 0.91030 -2.22679 1.55226 0.06
H 2.20997 -1.60221 2.45685 0.07
H 1.97904 -0.95264 -0.19559 0.13
H 2.21119 0.47165 0.98669 0.11
H -0.90947 0.04388 -1.53213 0.06
H 0.75234 -0.35122 -1.71534 0.12
H -1.10684 -2.41227 -1.95628 0.08
H 0.02348 -2.60245 -0.50652 0.08
H -1.55484 -1.85329 -0.44676 0.03
H -0.74264 2.07417 0.07077 0.09
H 0.56405 1.98190 1.17674 0.11
H 0.87344 1.52733 -1.83893 0.08
H 0.73317 3.10028 -1.37443 0.07
H 2.18228 2.20903 -0.73478 0.07
O -3.26150 1.12397 -0.74252 0.23
C -3.73757 0.55057 0.08396 -0.51
O -4.14931 0.00670 0.97549 0.24
```

## Properties
lowest unoccupied orbital energy = 0.768 eV
structure (SMILES) = CC[N+]([O-])(CC)CC.O=C=O
total charge = 0
HOMO level = -8.4 eV

=====

two.
C7H15NO3 | ωB97M-V/def2-TZVPD

XYZ file:
```
26
Properties=species:S:1:pos:R:3:lowdin_charge:R:1
C -2.97630 1.09334 0.02133 -0.12
C -1.63122 0.64190 0.39456 -0.16
C -0.87176 -0.04043 -0.50815 -0.09
C 0.45086 -0.50982 -0.12732 -0.32
C 1.25312 -0.06207 0.89140 -0.08
C 2.38782 -0.85522 0.99552 -0.08
N 2.32459 -1.73101 -0.08717 0.03
C 1.15541 -1.50406 -0.76901 -0.09
H -3.19741 1.72104 -0.89236 0.10
H -3.64086 0.25411 0.21546 0.08
H -3.34072 1.76369 0.78711 0.06
H -1.33767 0.60695 1.42987 0.11
H -1.26138 0.03603 -1.49784 0.11
H 1.06595 0.65968 1.64319 0.09
H 3.35194 -0.84409 1.45098 0.10
H 3.12993 -2.29222 -0.25040 0.14
H 0.89644 -2.08693 -1.67019 0.14
O 0.50815 2.94441 0.56391 -0.07
H -0.01737 3.79344 0.42771 0.09
H 1.35467 3.40889 0.52230 0.05
O 0.90991 1.47630 -2.45591 -0.08
H 0.77900 1.71226 -1.51003 0.01
H 0.76814 0.50662 -2.42536 0.02
O -0.68345 -3.93037 0.76357 -0.07
H -1.08946 -3.10717 0.47254 0.02
H -0.28832 -3.65529 1.61427 0.05
```

## Properties
lowest unoccupied orbital energy = 0.495 eV
structure (SMILES) = C/C=C/c1cc[nH]c1.O.O.O
total charge = 0
HOMO level = -7.9 eV

=====

Calculated relative energies: one 1.301; two 0.000, given in eV

=====

one.
C6H6 | ωB97M-V/def2-TZVPD

XYZ file:
```
12
Properties=species:S:1:pos:R:3:lowdin_charge:R:1
C -1.37865 0.80848 -0.44485 -0.10
C -0.82415 -0.39602 0.30334 -0.26
C 0.01310 -1.78756 -1.05038 0.25
C 0.55389 -0.89800 -0.27304 -0.40
C 1.78972 -0.35014 0.16373 -0.11
C 2.81946 0.12531 0.58001 0.13
H -2.18593 1.26904 0.13443 0.07
H -0.59678 1.55527 -0.61825 0.08
H -1.78389 0.50959 -1.41995 0.08
H -1.56857 -1.20185 0.33891 0.10
H -0.57116 -0.18574 1.34660 0.12
H 3.73296 0.55162 0.93945 0.03
```

## Properties
lowest unoccupied orbital energy = 0.319 eV
total charge = 0
HOMO level = -9.5 eV

=====

two.
C6H6 | ωB97M-V/def2-TZVPD

XYZ file:
```
12
Properties=species:S:1:pos:R:3:lowdin_charge:R:1
C 2.17327 -0.76277 0.11784 0.12
C 1.00762 -0.66969 0.39942 -0.13
C -0.38992 -0.20376 0.42886 -0.38
C -1.21704 -0.95886 -0.64038 -0.06
C -0.20026 1.26038 0.30476 -0.12
C 0.13922 2.41348 0.38606 0.12
H 3.19402 -0.66526 -0.16587 0.03
H -0.87273 -0.35428 1.40209 0.14
H -0.59412 -1.21514 -1.50152 0.08
H -1.58190 -1.89892 -0.21076 0.08
H -2.08078 -0.38546 -0.98461 0.08
H 0.42263 3.44028 0.46413 0.03
```

## Properties
lowest unoccupied orbital energy = 1.008 eV
structure (SMILES) = C#CC(C)C#C
total charge = 0
HOMO level = -9.7 eV

=====

Calculated relative energies: one 1.570; two 0.000, given in eV